[1]
The following is a quantum chemistry calculation of a molecular structure, C27H49NP2Zr, from the Open Molecules 2025 dataset.

```
80
Properties=species:S:1:pos:R:3:forces:R:3:mulliken_charge:R:1
Zr -0.1017 0.2858 -0.7068 -5.949 -2.566 3.868 0.043
P 1.5709 -1.5961 -0.1223 -1.253 2.238 0.217 1.571
P -1.3943 3.1430 0.4852 -0.726 0.527 0.111 0.594
N -1.2510 -0.5639 1.1318 1.210 0.918 -2.313 1.304
C -0.5599 0.7432 3.1888 -0.052 -0.055 0.450 -1.959
C -3.4786 -1.7141 0.7183 0.323 -0.181 -0.355 -0.624
C -1.4173 -2.8421 0.2273 0.389 0.300 0.497 0.395
C -2.0503 -1.6649 0.6766 -0.295 -0.477 -0.725 0.308
C 0.8597 1.7039 0.7143 0.148 1.306 0.596 -1.616
C -2.3530 0.8287 -1.0168 0.117 0.327 -0.955 -1.504
C 2.3646 2.9291 -1.5561 -0.846 1.484 -0.823 0.821
C -5.6477 -3.0616 0.9183 -0.404 0.163 0.217 -1.619
C -1.3490 -0.4251 2.6115 0.020 -0.103 -0.081 1.273
C -1.2474 4.0417 -1.1327 0.301 -0.643 -0.450 -1.093
C 4.4307 1.3821 -1.0371 0.531 0.220 -0.312 -0.808
C 1.5068 2.5203 -2.5222 0.907 1.204 -0.483 -0.600
C 3.0509 0.2213 -2.8149 1.318 -0.443 -0.288 -0.576
C 3.2135 1.2870 -3.8451 0.528 0.294 -0.418 -0.994
C 3.8431 2.7612 -1.4491 1.015 0.583 0.089 -1.459
C 1.9961 2.1852 -3.9118 -0.293 -0.384 -0.349 -0.985
C 3.7805 0.1899 -1.6909 0.233 -0.257 -0.187 -0.518
C -2.0583 -4.0737 0.2263 -1.004 -0.722 -0.806 0.519
C -1.2743 -5.3549 0.0695 0.318 -0.081 0.023 -1.736
C 1.8291 -2.4605 -1.7092 1.560 -0.263 0.404 -1.446
C -0.8692 -1.7468 3.2120 0.124 0.113 0.381 -1.198
C -2.7962 -0.1472 3.0025 -0.251 -0.247 0.358 -1.789
C -4.1646 -2.9305 0.6357 0.212 -0.592 -0.215 0.303
C -0.6983 4.4345 1.5705 1.019 -0.040 -0.103 -1.012
C 2.7104 -1.8308 1.2826 0.259 -0.705 0.585 -1.452
C -3.4497 -4.1245 0.3963 0.611 0.787 0.653 -0.697
C 1.8026 0.7896 0.0433 1.623 -0.911 -0.567 -0.277
H 4.4368 1.3181 0.0719 0.026 -0.257 -0.685 0.375
H 4.1304 1.8878 -3.6981 -0.595 -0.586 0.002 0.268
H -2.7114 -0.2082 -1.2051 0.212 0.414 -0.171 0.438
H 2.2060 -2.4355 2.0599 0.230 0.013 -0.469 0.465
H -1.3666 3.2951 -1.9395 -0.126 0.453 0.359 0.302
H 0.5224 0.5696 3.1722 -0.157 0.200 -0.194 0.239
H -1.5204 4.9926 2.0593 0.094 -0.395 -0.287 0.468
H -0.2038 -5.1507 0.1728 -0.049 -0.070 -0.037 0.304
H 0.0898 -2.0249 2.7509 -0.212 -0.008 0.187 -0.004
H 1.4639 -3.4914 -1.5981 0.167 0.102 0.116 0.520
H -5.8028 -3.8607 1.6777 0.097 0.555 -0.457 0.382
H -0.3454 -2.7846 -0.0247 -0.714 -0.410 0.680 -1.009
H 1.2159 -1.9984 -2.4939 0.071 -0.069 0.349 0.477
H 4.3485 3.0731 -2.3706 -0.269 0.064 0.229 0.359
H 2.2926 3.1115 -4.4458 -0.515 -0.318 0.311 0.334
H -3.9783 -5.0787 0.4551 0.238 0.239 -0.130 0.449
H -3.4264 -1.0308 2.8779 0.018 0.387 0.006 0.440
H -1.5970 -2.5420 3.0196 0.223 0.066 0.123 0.275
H -6.0684 -2.1223 1.3264 0.186 -0.492 -0.257 0.348
H -6.2451 -3.3558 0.0324 0.442 0.213 0.353 0.369
H -1.5328 -6.0567 0.8715 -0.004 0.131 -0.185 0.410
H -2.6088 1.4327 -1.8966 -0.132 -0.123 -0.133 0.500
H -0.2732 4.5541 -1.2776 -0.679 -0.056 0.202 0.372
H 2.4548 -0.6263 -3.1552 0.519 0.028 0.109 0.493
H -0.8295 0.8198 4.2538 0.129 -0.046 -0.344 0.709
H -2.9563 1.2048 -0.1789 0.464 -0.251 -0.256 0.406
H 2.9767 -0.8825 1.7899 -0.377 -0.402 -0.607 0.429
H 3.9651 -0.7471 -1.1685 -0.453 -0.002 0.149 1.038
H 0.9089 2.6975 0.2722 0.756 0.118 0.018 0.346
H 5.4997 1.3889 -1.2909 -0.134 0.100 -0.010 0.484
H -0.0720 5.1425 1.0086 -0.163 -0.101 0.340 0.418
H 0.4409 2.7339 -2.4641 0.152 0.422 0.187 0.115
H 2.8939 -2.4428 -1.9758 -0.343 -0.427 -0.364 0.471
H -3.1653 0.6982 2.4236 -0.233 -0.036 -0.059 0.266
H 2.8354 0.7692 0.4008 -0.818 0.004 -0.180 1.226
H -0.7226 -1.6330 4.2919 -0.074 -0.172 -0.126 0.494
H 3.6422 -2.3255 0.9901 -0.186 -0.049 0.020 0.474
H -4.0681 -0.8009 0.7633 0.243 -0.167 0.455 0.580
H 4.1818 3.4838 -0.6934 -0.003 -0.234 -0.181 0.510
H 1.1314 1.7658 1.7723 -0.909 -0.033 -0.377 0.408
H 1.1854 1.7067 -4.4835 0.269 0.174 0.021 0.381
H 2.0177 3.7009 -0.8539 -0.317 -0.910 0.166 0.720
H -2.0991 4.7522 -1.2698 0.573 -0.328 0.504 0.536
H -2.8448 0.1264 4.0528 0.022 0.013 0.153 0.549
H -0.8705 1.6938 2.7223 0.361 -0.419 0.168 0.129
H 1.7953 0.8978 -1.0930 0.946 0.350 1.372 -0.632
H -0.0964 3.9704 2.3724 -0.337 0.241 -0.180 0.325
H -1.4192 -5.8802 -0.8838 -0.159 0.263 0.175 0.355
H 3.3910 0.7819 -4.7966 -0.170 0.015 -0.081 0.525
```
Forces are in eV/Å.

* multiplicity: 1
* frontier orbital gap (alpha / beta): 4.91 / 4.94 eV
* charge: +2

***

[2]
The following is a quantum chemistry calculation of 7 unconnected molecules or ions with the total composition C16H44O9S7, from the Open Molecules 2025 dataset.

```
76
Properties=species:S:1:pos:R:3:forces:R:3:mulliken_charge:R:1
S -3.2004 5.0224 1.1505 0.025 0.166 -0.094 0.553
S -4.6231 0.3524 0.8705 0.089 0.031 -0.013 0.566
S 2.8566 -6.4335 -1.7230 0.113 -0.091 -0.004 0.417
S -1.0594 -2.1312 -1.0235 -0.031 -0.081 -0.066 0.367
S 2.8869 -0.0424 3.0503 -0.225 -0.271 0.148 -0.146
S -4.3067 6.5378 -4.5203 -0.005 -0.039 -0.084 0.432
S 4.7816 -5.2386 3.7392 0.066 -0.094 0.017 0.405
O 5.5364 0.0024 -0.1034 -0.149 -0.407 0.400 -0.509
O -3.5205 5.9863 -3.3847 -0.049 0.088 0.034 -0.536
O 4.0075 -4.0828 4.2631 -0.009 -0.003 -0.029 -0.580
O -2.1010 4.1334 1.6135 0.042 0.006 0.032 -0.647
O 4.6995 -2.1001 -0.1426 -0.272 0.215 0.679 -0.360
O -0.6048 -0.8812 -0.3496 0.017 0.086 0.075 -0.509
O 5.1074 -1.0329 1.8424 -0.244 -0.039 -0.654 -0.272
O -4.9334 -0.9377 1.5503 -0.050 0.029 0.010 -0.629
O 2.0660 -5.2884 -1.1964 0.017 0.070 -0.006 -0.456
C -3.5829 8.1301 -4.9321 0.022 0.100 0.000 -0.939
C 2.0347 0.9357 0.5967 -0.287 -0.519 0.050 -0.947
C 6.4302 -4.6312 3.3563 0.083 0.069 -0.041 -0.797
C -2.7085 5.6901 -0.4384 0.058 0.029 0.035 -0.956
C -3.5232 1.2757 1.9377 -0.026 0.079 0.038 -0.365
C 5.1111 -0.9360 0.5014 0.395 0.173 -0.423 0.520
C -2.7144 -2.4704 -0.4250 -0.043 -0.047 0.077 -0.863
C -6.0514 1.4231 1.0895 -0.081 0.046 0.037 -0.995
C 4.2869 -5.4842 2.0285 -0.045 0.068 -0.169 -0.707
C -5.8311 7.1965 -3.8316 -0.058 0.059 0.045 -0.935
C 1.5507 0.1815 1.8405 0.333 0.470 -0.652 -0.015
C 3.8560 -1.4408 2.4440 -0.258 0.109 0.550 -0.063
C -0.2407 -3.4840 -0.1827 -0.024 -0.012 0.136 -0.859
C 4.5135 -5.8166 -2.0455 0.066 0.033 -0.048 -0.861
C -3.0437 6.5584 2.0703 -0.028 0.087 0.044 -1.037
C 2.3919 -6.6451 -3.4452 -0.012 0.025 -0.092 -1.008
H 0.7841 0.7813 2.3320 0.102 -0.065 0.258 0.348
H -6.8795 0.9992 0.5248 0.032 -0.037 -0.009 0.350
H -1.7100 6.1203 -0.3586 0.005 -0.031 0.065 0.401
H -6.3117 1.4708 2.1471 0.034 -0.035 0.007 0.288
H -3.3714 -1.6909 -0.8037 0.019 0.012 -0.014 0.184
H -0.4053 -3.4026 0.8928 -0.062 0.072 -0.022 0.407
H -3.9519 1.3299 2.9392 -0.040 -0.044 -0.020 0.362
H 1.1934 1.1331 -0.0692 0.002 0.090 0.052 0.328
H 3.2543 -5.8274 2.0097 0.000 0.010 0.064 0.379
H -3.7502 7.2892 1.6766 -0.012 -0.013 -0.001 0.354
H 6.3566 -3.7467 2.7216 -0.053 -0.001 0.014 0.143
H -4.2022 8.6275 -5.6785 -0.001 -0.021 -0.012 0.376
H -2.5699 0.7518 1.9717 -0.003 -0.023 -0.086 0.152
H -2.7254 -2.4537 0.6645 0.000 0.042 -0.005 0.312
H 1.0725 -0.7534 1.5533 0.115 -0.121 0.150 -0.089
H 4.3706 -4.5410 1.4849 0.002 0.013 0.028 0.006
H 3.2761 -2.0832 1.7832 -0.004 0.111 -0.089 0.147
H -6.3831 7.7216 -4.6110 0.001 -0.017 -0.012 0.381
H 6.9156 -4.3710 4.2946 -0.039 -0.014 0.024 0.345
H -3.4255 6.4443 -0.7570 -0.032 -0.040 -0.042 0.326
H 4.1053 -2.0259 3.3239 0.173 -0.016 -0.069 0.226
H -2.0222 6.9282 1.9845 0.016 -0.055 -0.027 0.322
H -3.2745 6.3516 3.1132 -0.003 -0.047 -0.014 0.340
H 6.9983 -5.4154 2.8557 -0.009 -0.015 0.018 0.366
H -5.8165 2.4174 0.7086 0.027 -0.010 -0.005 0.318
H -0.6188 -4.4348 -0.5558 0.046 -0.003 -0.042 0.418
H 4.9315 -6.2410 1.5792 -0.003 -0.024 0.030 0.434
H 2.7319 0.3078 0.0377 0.127 0.131 -0.046 0.142
H 2.4789 -5.6919 -3.9668 0.005 0.020 0.049 0.304
H 5.0977 -6.5906 -2.5433 -0.011 -0.017 0.014 0.421
H 4.4571 -4.9216 -2.6653 -0.046 0.004 0.020 0.299
H 3.0382 -7.3934 -3.9037 -0.002 -0.014 0.020 0.389
H -3.3670 2.2781 1.5324 0.076 -0.177 0.053 -0.006
H -3.0480 -3.4403 -0.7949 0.036 0.003 -0.030 0.423
H 3.8245 -1.9568 -0.5243 0.096 0.056 -0.295 0.327
H 2.5404 1.8564 0.8767 0.016 0.045 -0.067 0.356
H 0.8209 -3.4158 -0.4027 -0.005 -0.052 -0.055 0.117
H -2.7016 4.8802 -1.1628 -0.048 -0.006 -0.001 0.321
H -3.5033 8.7403 -4.0322 -0.011 -0.045 0.024 0.294
H -2.5918 7.9491 -5.3423 -0.008 -0.053 0.004 0.314
H -6.4219 6.3585 -3.4677 0.034 -0.033 -0.020 0.312
H 4.9717 -5.5709 -1.0895 -0.046 0.002 0.019 0.179
H -5.5992 7.8711 -3.0071 0.045 -0.015 -0.009 0.289
H 1.3597 -6.9876 -3.4730 0.000 -0.004 0.050 0.327
```
Forces are in eV/Å.

* multiplicity: 1
* frontier orbital gap: 8.55 eV

***

[3]
The following is a quantum chemistry calculation of 16 unconnected molecules or ions with the total composition C2H35O16, from the Open Molecules 2025 dataset.

```
53
Properties=species:S:1:pos:R:3:forces:R:3:mulliken_charge:R:1
O -0.0081 3.8496 1.0787 -0.803 1.347 -0.170 -0.775
O 1.9715 1.1581 0.5468 0.250 0.126 -0.178 -0.713
O -0.5803 1.1949 1.3746 1.301 1.309 -0.002 -0.317
O -0.3107 -0.6044 -3.8936 -1.540 -2.208 0.025 -0.706
O -2.7614 -2.4029 2.7234 -0.402 0.995 1.030 -0.708
O -2.1177 -2.1999 0.1580 0.210 0.959 1.318 -0.849
O 2.7966 0.3256 -1.9567 -1.686 -0.005 -1.340 -0.695
O -1.6795 -2.6058 -2.4624 1.040 -1.210 0.154 -0.596
O -3.0368 0.4336 2.9630 0.415 1.115 1.126 -0.791
O 0.2587 -1.1218 2.4060 -0.067 -1.066 1.324 -0.557
O 0.8301 -3.2733 0.3815 0.191 -0.642 -0.338 -0.715
O 1.6398 -2.2546 -1.8858 -0.067 -0.398 -0.824 -0.693
O 0.0504 3.7323 -1.7102 0.655 -0.362 -0.921 -0.683
O 2.7345 -1.5162 1.5610 0.979 1.224 -2.638 -0.659
O 1.0937 1.7604 -3.6766 0.092 -0.440 -1.704 -0.755
O 0.9701 1.9701 3.6098 1.525 1.543 2.840 -0.610
C -0.5400 0.1614 -0.7869 -0.935 0.374 -0.038 -0.343
C -1.3287 0.9678 0.2183 0.093 0.301 1.462 -0.884
H -2.7571 0.9676 3.7661 -0.319 -1.025 -1.736 0.327
H -2.0922 0.4033 0.7083 -1.781 -0.770 -1.322 0.729
H 3.7079 0.2510 -1.7515 1.051 -0.093 0.781 0.220
H 1.0335 -2.8868 -0.4887 0.130 -0.084 0.362 0.435
H 1.0166 1.0944 0.8187 0.182 0.316 0.479 0.298
H 3.0460 -1.7912 2.3827 0.232 -0.763 2.086 0.192
H -0.4278 3.6943 -0.8856 -0.255 0.256 0.780 0.341
H 0.0502 -0.3232 1.9383 -0.677 1.566 -0.790 0.273
H 1.7755 -1.5074 1.5450 -0.194 -0.432 0.709 0.417
H 2.2589 0.4769 -1.1581 0.729 0.340 0.853 0.529
H -1.7516 1.9104 -0.2113 0.086 -0.635 0.027 0.241
H -0.0097 0.8929 -1.3562 0.870 0.213 -0.498 -0.331
H 0.9347 3.4313 -1.4474 -0.267 0.162 -0.104 0.318
H 1.8597 -1.3227 -2.0016 0.309 0.325 -0.008 0.376
H 0.1438 -0.5003 -0.2161 -0.558 -0.052 -0.923 -0.188
H 0.0770 -0.8514 3.3216 0.114 -0.442 -0.346 0.271
H 0.3562 1.7514 2.9695 -2.126 -1.110 -2.784 0.224
H -2.4207 0.6766 2.2408 0.072 0.295 0.938 0.233
H -2.7308 -2.4445 1.7805 0.253 -0.984 -1.327 0.378
H 2.5089 0.8428 1.2950 -0.429 -0.159 -0.388 0.308
H 1.8610 1.4586 -3.1697 -0.463 0.368 0.801 0.361
H 1.4294 -2.5498 -2.7800 -0.017 0.136 0.050 0.331
H -2.0285 -3.2876 -3.0313 -0.891 0.001 -0.646 0.253
H 0.2034 0.1666 -3.8175 1.239 2.033 0.110 0.464
H -0.2542 2.9088 1.0891 0.641 -0.880 0.610 0.152
H -0.8245 -0.6860 -3.0712 0.457 -0.094 -0.784 0.222
H -0.8561 -3.0901 -2.2277 -0.158 0.992 0.375 0.304
H 0.5439 2.7622 3.9888 0.576 -0.428 -0.092 0.309
H 0.9370 3.9993 1.0524 0.112 -0.667 0.080 0.314
H 0.1059 -2.7661 0.7294 -0.751 0.192 0.422 0.402
H -1.7731 -1.2937 0.0703 -0.330 -0.731 0.129 0.149
H 0.3831 2.2594 -3.2715 0.499 0.300 0.968 0.326
H -2.8105 -1.4263 2.7523 -0.070 -0.379 0.993 0.385
H -1.2703 -0.2844 -1.4894 0.626 -0.305 0.498 1.062
H -2.2078 -2.5109 -0.7230 -0.141 -0.421 -1.431 0.425
```
Forces are in eV/Å.

* multiplicity: 1
* frontier orbital gap: 8.84 eV
* charge: -1

***

[4]
The following is a quantum chemistry calculation of 2 unconnected molecules or ions with the total composition C6H16N3, from the Open Molecules 2025 dataset.

```
25
Properties=species:S:1:pos:R:3:forces:R:3:mulliken_charge:R:1
N -2.3630 0.4577 -1.5631 0.054 0.417 -0.179 -0.455
N -0.8902 -0.7806 1.2610 -0.016 0.177 -0.221 -0.298
N 1.0579 -0.7777 -0.0653 0.018 -0.189 0.276 0.066
C -0.9416 2.4697 -1.2700 0.334 0.930 -0.108 -1.124
C -0.0224 0.0828 0.5521 -1.717 0.847 -1.540 -0.674
C 0.6148 -1.3535 -1.3467 -0.208 -0.344 -0.552 -0.847
C -0.6866 -0.8549 2.7034 0.001 -0.032 0.194 -0.966
C 2.3544 -0.1017 -0.2011 0.627 0.332 -0.018 -0.837
C -1.4423 1.1226 -1.1752 0.766 -1.817 1.638 0.851
H -0.3665 -1.8023 -1.2111 0.056 0.017 0.090 0.290
H 1.3122 -2.1183 -1.6871 0.054 0.029 0.118 0.389
H 0.3535 -1.1135 2.9079 -0.027 -0.038 0.094 0.306
H -1.8668 -0.6230 1.0575 0.006 0.040 -0.121 0.274
H -1.0778 2.9481 -0.3003 0.024 0.031 0.027 0.313
H -1.4879 3.0335 -2.0282 -0.062 -0.074 -0.009 0.388
H 2.2538 0.7552 -0.8650 -0.116 -0.044 0.010 0.311
H 0.1213 2.4876 -1.4983 0.013 -0.068 -0.005 0.236
H 0.5512 -0.5677 -2.0980 0.051 0.045 0.153 0.348
H 0.4386 0.8911 1.1171 0.191 -0.092 0.084 0.405
H -0.9192 0.0830 3.2199 0.063 -0.024 -0.028 0.318
H -2.6339 -0.4875 -1.3522 0.077 -0.217 0.130 0.301
H -1.3213 -1.6412 3.1063 0.050 -0.025 0.091 0.353
H 2.7037 0.2435 0.7704 -0.130 -0.039 0.011 0.349
H 3.0948 -0.7832 -0.6179 -0.117 -0.031 -0.015 0.362
H 1.1634 -1.5697 0.5839 0.009 0.167 -0.119 0.344
```
Forces are in eV/Å.

* multiplicity: 1
* frontier orbital gap: 8.78 eV
* charge: +1